Formula: C6H9N
Source: OMol25
Level of theory: the ωB97M-V functional and the def2-TZVPD basis

Properties
Relative energy (zero: lowest compared OMol25 entry of this formula, charge and spin) (eV): 0.611
E_tot (eV): -7857.5482
Strongest force on any atom (Eh/bohr): 0.035
Net charge: 0
Gap between HOMO and LUMO (eV): 9.12
LUMO energy (hartree): 0.0392
SMILES: CCc1cc[nH]c1

Last column: natural (NBO) charge in e.
CARTESIAN COORDINATES (ANGSTROEM)
H -1.7443 0.8546 0.6004  0.21
N -0.8370 1.1442 -1.3184  -0.50
C -0.4641 -1.8062 1.8746  -0.59
H 0.7518 -0.0169 2.2759  0.21
H 2.1779 -0.0433 -0.7571  0.23
C 0.5966 -0.7436 1.4722  -0.42
C -0.9279 0.6105 -0.0590  -0.10
H -0.3402 -2.7756 1.3994  0.21
H 0.6750 1.2392 -2.8194  0.21
C 0.3108 0.0534 0.2380  -0.08
H -1.5669 1.6717 -1.7693  0.41
H -1.4485 -1.3986 1.6536  0.20
H -0.3707 -1.9579 2.9509  0.20
H 1.5102 -1.3273 1.3731  0.21
C 0.3850 0.8851 -1.8439  -0.07
C 1.1509 0.2474 -0.9031  -0.32


Formula: C2HBrO2
Source: OMol25
Level of theory: the ωB97M-V functional and the def2-TZVPD basis

Properties
Relative energy (zero: lowest compared OMol25 entry of this formula, charge and spin) (eV): 0.994
E_tot (eV): -76224.5219
Strongest force on any atom (Eh/bohr): 0.034
Net charge: 0
Gap between HOMO and LUMO (eV): 7.97
LUMO energy (hartree): -0.0436

Last column: natural (NBO) charge in e.
CARTESIAN COORDINATES (ANGSTROEM)
O 0.3000 -0.0953 -2.1551  -0.51
C -0.6390 -0.6584 -1.8248  1.02
C 0.6238 0.0899 1.6185  -0.26
H -0.1449 0.1865 2.4074  0.11
Br 1.4431 1.6929 1.4517  0.16
O -1.5830 -1.2156 -1.4976  -0.51


Formula: C33H57FGaN2O2Si
Source: OMol25
Level of theory: the ωB97M-V functional and the def2-TZVPD basis

Properties
Relative energy (zero: lowest compared OMol25 entry of this formula, charge and spin) (eV): 4.296
E_tot (eV): -105184.7578
Strongest force on any atom (Eh/bohr): 0.080
Net charge: +1
Gap between HOMO and LUMO (spin up / spin down) (eV): 5.18 / 5.18
LUMO energy (spin up / spin down) (hartree): -0.2028 / -0.2028

Last column: Mulliken charge in e.
CARTESIAN COORDINATES (ANGSTROEM)
C -3.8226 -1.8047 -0.9686  -1.60
H 1.0298 -0.4135 -4.3807  0.31
H 3.5828 -3.4980 -1.5204  0.31
H 2.8026 -0.3296 -4.4160  0.24
C 0.6543 -3.1034 -2.5152  -0.69
H 3.6077 -3.3248 1.9823  0.53
H 2.3005 -0.4420 5.7125  0.42
H -2.2101 -1.2257 -3.2959  0.16
H 1.9208 -0.3133 1.1862  0.21
H 3.8370 2.9151 -2.4127  0.10
H 1.9746 -1.7511 -5.0032  0.45
C 6.0596 0.6846 -1.1492  0.41
C -0.4738 -4.1456 1.5157  -1.72
H -3.2832 2.0797 -4.2483  0.45
Si 2.0198 -1.8400 -2.5179  0.08
H 5.2081 -0.0234 -1.0822  -0.32
H 2.2620 -3.1145 0.8740  -0.05
C -0.1293 -1.3483 3.5818  0.48
H 3.5081 -1.8523 1.0282  0.22
H -0.1748 -0.7107 5.6007  0.44
H -3.8772 0.0125 1.1869  0.27
H -2.1683 -3.7562 -0.2974  0.35
C -4.0025 2.4987 -0.9209  -1.07
C 6.5216 1.0940 -4.7184  -1.40
C -2.5494 0.8149 -2.6722  1.20
C 2.6558 -1.3718 3.7939  -0.50
N -1.7930 -0.4712 -0.7397  0.91
H 2.0799 2.1691 -0.9235  -0.23
O 0.8706 2.6412 -2.5254  -0.11
C -1.6197 -1.2985 3.4712  -1.52
H -1.3501 3.8751 -1.8986  0.10
C 1.9483 -0.9924 -4.2063  -1.05
H -0.9585 -4.9287 0.9236  0.55
H 5.0253 2.0874 0.1923  0.17
F 1.9067 0.6385 1.3104  -0.52
H -4.1369 1.7088 1.5545  0.51
C -3.2488 1.9108 -3.1718  -1.03
C 2.0744 -1.9180 2.6570  0.62
C -1.8728 -0.2026 -3.5373  -1.13
H -0.1875 3.1628 -4.1765  0.36
H -1.9641 -0.7865 2.5593  0.04
C 2.8967 -2.5798 1.5907  -0.94
H -4.4609 -1.1433 -0.3609  0.23
C 1.9875 -0.4600 -1.2090  -0.82
H -2.1046 -2.2871 3.5101  0.30
C 1.8608 -0.8732 4.8248  -1.05
H 0.6324 -3.6671 -1.5716  0.13
H 7.5928 1.2867 -4.5632  0.35
H 4.8920 0.1506 -3.6395  -0.29
H -0.7722 -0.2007 -3.4436  -0.11
H 0.8378 -3.8233 -3.3304  0.53
H 2.9152 4.4199 -2.8543  0.33
H 6.1220 0.8970 0.9236  0.40
O 6.0272 1.3855 -2.3864  -0.39
H -4.5968 3.1189 -0.2442  0.44
H 3.7411 -1.3340 3.8555  0.50
H 6.5398 -0.4615 -3.2503  0.42
H 0.5658 -4.4386 1.6830  0.31
H 1.2809 3.7622 -0.8199  0.29
H -4.4139 3.6441 -2.6691  0.47
H 2.8363 -0.4194 -0.5261  0.50
H 3.5890 4.1398 -1.1885  0.37
H -4.0175 -1.5653 -2.0275  0.25
H -0.9766 -4.0887 2.4914  0.25
H 3.9072 -3.2978 -3.2384  0.39
C -3.4448 1.0188 1.0513  -1.22
H -0.3318 -2.6544 -2.6960  0.09
H 6.8130 2.3188 0.1146  0.37
H -1.4200 4.9722 -3.2926  0.41
H 7.0116 0.1224 -1.1079  0.41
H -0.2941 5.2918 -1.9886  0.40
C -2.5687 0.6191 -1.2787  -0.51
H -2.1084 -0.0337 -4.5979  0.56
C 1.8122 3.0735 -1.5122  0.26
C -3.9236 2.7566 -2.2856  -1.06
H 6.0224 2.0402 -4.9723  0.30
H 6.4127 0.3955 -5.5540  0.39
C 3.1089 3.6725 -2.0601  -1.07
C 5.9488 0.4568 -3.4612  0.42
C 0.2870 3.6853 -3.3315  -0.36
C -1.6866 -2.7933 -0.1113  -1.79
H 2.1532 0.3967 -1.9016  0.27
H -2.4905 1.0560 1.6019  0.25
C 5.9967 1.5822 0.0756  -1.26
C 3.6585 -2.7457 -2.3207  -0.98
H -4.1528 -2.8343 -0.7730  0.56
C -2.3594 -1.6739 -0.5995  1.13
N 0.1024 -1.7697 1.1847  1.49
H 4.5082 -2.0761 -2.1148  0.23
C 0.4793 -0.9661 4.7655  -0.75
C 0.6682 -1.7327 2.4766  -0.22
C -3.3283 1.4053 -0.3938  0.98
H -1.9991 -0.7505 4.3439  0.47
H 1.0559 4.3826 -3.7105  0.29
C -0.6161 -2.8170 0.8058  1.03
Ga 0.0664 0.3808 -0.6045  1.17
C -0.7504 4.4904 -2.5747  -1.10


Formula: C4H11O4
Source: OMol25
Level of theory: the ωB97M-V functional and the def2-TZVPD basis

Properties
Relative energy (zero: lowest compared OMol25 entry of this formula, charge and spin) (eV): 0.212
E_tot (eV): -12518.3967
Strongest force on any atom (Eh/bohr): 0.054
Net charge: -1
Gap between HOMO and LUMO (eV): 8.14
LUMO energy (hartree): 0.1281

Last column: natural (NBO) charge in e.
CARTESIAN COORDINATES (ANGSTROEM)
C 0.3564 -1.8299 -0.8661  -0.60
H 1.1919 1.5352 -2.0818  0.48
O 1.9489 0.7607 2.2791  -1.01
H -1.3903 -2.0390 0.4053  0.19
O 1.2269 2.2520 -2.7344  -0.95
C -1.2052 0.0550 -0.0640  -0.51
H 1.6103 3.0009 -2.2789  0.47
H -2.1162 -0.0693 -0.6443  0.20
H 1.0169 0.9618 2.0130  0.52
H 0.7237 -2.8590 -0.7550  0.20
O -0.6898 1.0790 2.0145  -0.82
H -0.5719 0.6143 -0.7820  0.18
O -2.8018 1.2633 1.2344  -0.75
H 1.9394 -0.1631 2.5463  0.45
C -0.6086 -1.3362 0.1734  -0.41
C -1.6151 0.9080 1.1723  0.78
H -0.0677 -1.2416 1.1455  0.20
H -0.1721 -1.7442 -1.8471  0.19
H 1.2243 -1.1479 -0.9303  0.20


Formula: C16H45IN5O9S2
Source: OMol25
Level of theory: the ωB97M-V functional and the def2-TZVPD basis

Properties
Relative energy (zero: lowest compared OMol25 entry of this formula, charge and spin) (eV): 1.642
E_tot (eV): -72968.3548
Strongest force on any atom (Eh/bohr): 0.099
Net charge: -1
Gap between HOMO and LUMO (eV): 7.85
LUMO energy (hartree): 0.0655

Last column: Mulliken charge in e.
CARTESIAN COORDINATES (ANGSTROEM)
C -3.0886 1.3491 2.2806  -0.63
O 0.7914 1.0406 5.0189  -0.52
H -0.7384 -0.4757 -4.0823  0.28
H 2.2293 3.9113 -0.4423  0.27
H 1.8261 -9.3031 -4.5346  0.35
H -1.6854 3.7509 0.1730  0.32
C 2.2701 -6.6307 -2.3351  -0.77
N 1.7220 -6.5411 -4.7602  -0.73
H -3.0276 3.8964 1.3094  0.38
H -0.0044 -0.6041 -1.6276  0.39
H 1.8206 -9.2842 -2.7714  0.34
H 2.2756 -5.6923 -4.8446  0.28
C -2.9515 -1.6527 -0.7118  -0.76
O 3.8485 -0.0682 8.2901  -0.65
H 0.8430 6.7753 0.8286  0.45
H 0.4697 -8.5932 -3.6824  0.27
H 2.5926 -7.2853 -1.5158  0.39
H -3.5522 -2.0960 -1.5097  0.27
N -1.2944 -1.3228 -3.9969  -0.79
C -0.7308 -2.1522 -2.9250  0.46
H 3.3310 -7.5771 -3.9305  0.42
H 3.0031 -5.8194 -2.3869  0.33
C 2.1009 4.9917 -0.5250  -0.77
H 4.8015 1.2985 5.8046  0.34
H -2.5487 -3.3731 -2.9140  0.26
H 0.3632 6.4082 -2.7087  0.33
S 0.5011 0.4950 6.3800  0.89
C -2.4307 2.5706 4.2225  0.12
H -0.7299 6.4750 0.1121  0.31
O 1.0359 -6.0062 -2.0184  -0.24
H -3.3297 0.3034 2.0588  0.15
C 0.5264 7.6773 -1.1464  0.35
N -0.8840 1.2773 1.1364  -0.60
H 2.0275 9.0710 -1.8364  0.36
H 2.5525 7.4016 -1.9275  0.28
H -1.3631 3.7536 1.8952  0.23
H -2.5102 -2.4344 -0.0872  0.34
H 0.4976 -7.6566 -0.8541  0.37
C 1.9791 8.1070 -1.3256  -1.43
C 2.2842 -7.3687 -3.6867  0.35
H -2.7129 1.6160 0.1933  0.24
H 2.5756 5.4639 0.3394  0.34
C -2.0652 3.4055 1.1373  -1.60
O 0.7111 5.2598 -0.5832  -0.29
N 1.6996 1.0219 7.4550  -0.40
O -2.4449 1.3296 3.5403  -0.31
H -2.1997 -0.9861 -3.6751  0.36
H -1.1961 -4.0865 -3.7699  0.32
H -0.9859 0.2713 1.0291  0.19
H -0.5392 -7.3226 -2.2811  0.27
C -0.7389 -1.4137 -1.5740  -0.90
H -4.0480 1.8807 2.3427  0.43
C -2.2168 1.8875 1.1318  0.80
O 4.2102 1.6572 6.4818  -0.48
H -1.1948 -4.0645 -2.0072  0.15
H 2.4780 8.2189 -0.3597  0.34
H -1.5474 3.1506 3.9419  0.29
C 0.3383 6.5462 -0.1182  -0.70
H -0.4155 -2.0690 -0.7558  0.47
H 0.3145 -2.3636 -3.1719  0.43
H -2.3502 2.3526 5.3017  -0.61
H -1.0213 7.1272 -2.3511  0.28
C 0.0561 -6.8769 -1.4808  -0.78
H -0.6203 -6.2810 -0.8656  0.25
O -1.9711 -0.7852 -1.2531  -0.31
H -0.5028 1.3831 2.0770  0.32
H -0.0236 8.5479 -0.7741  0.41
H 2.5903 5.3086 -1.4494  0.24
I -1.6618 1.3897 7.1437  -0.18
H -3.6233 -1.0542 -0.0931  0.25
S 3.2157 0.4357 7.0270  1.11
H -3.3434 3.1518 4.0440  0.33
C 1.5537 -8.7077 -3.6609  -1.40
H 0.8143 -6.2068 -4.4419  0.30
C -1.4642 -3.4889 -2.8959  -1.24
N -0.0272 7.3139 -2.4559  -0.76
O 0.2980 -0.9883 6.4067  -0.52
O 3.2361 -0.6409 6.0019  -0.63


Formula: C3H6O2S
Source: OMol25
Level of theory: the ωB97M-V functional and the def2-TZVPD basis

Properties
Relative energy (zero: lowest compared OMol25 entry of this formula, charge and spin) (eV): 0.182
E_tot (eV): -18138.7657
Strongest force on any atom (Eh/bohr): 0.013
Net charge: 0
Gap between HOMO and LUMO (eV): 9.97
LUMO energy (hartree): 0.0243
SMILES: O=C(O)CCS

Last column: natural (NBO) charge in e.
CARTESIAN COORDINATES (ANGSTROEM)
H 0.7092 -1.1815 -0.6538  0.23
S 2.6924 0.0625 -0.0607  -0.05
H 0.2964 1.3972 -0.1708  0.24
C 1.0151 -0.5966 0.2046  -0.51
C -1.3937 0.0456 -0.0335  0.79
C -0.0330 0.5209 0.3759  -0.53
O -1.7842 -1.0782 0.1232  -0.59
O -2.1861 1.0172 -0.5438  -0.68
H 2.8470 -0.4146 -1.2975  0.13
H -3.1071 0.7075 -0.4549  0.50
H 1.0544 -1.2376 1.0702  0.22
H -0.1103 0.7575 1.4411  0.24


- Which value of E_tot does entry 3 give?
  -105184.7578 eV